Formula: C85H85N17
Source: the Open Molecules 2025 dataset
Level of theory: the ωB97M-V functional and the def2-TZVPD basis

Bonds (Å) are listed after each position.
Positions of all 187 atoms, in Å:
1 N -3.3161 4.9802 -2.8255  C2 1.359, C6 1.357
2 C -3.0575 3.6620 -2.6214  N1 1.359, C3 1.416, H7 1.074
3 C -2.6705 3.1471 -1.3599  C2 1.416, C4 1.389, H8 1.086
4 C -2.6802 4.0219 -0.2809  C3 1.389, C5 1.430, H9 1.097
5 C -3.0001 5.3997 -0.4930  C4 1.430, C6 1.402, H10 1.089
6 C -3.3329 5.8453 -1.7797  N1 1.357, C5 1.402, H11 1.055
7 H -3.0577 3.0238 -3.4852  C2 1.074
8 H -2.4606 2.0878 -1.2416  C3 1.086
9 H -2.5048 3.6042 0.7183  C4 1.097
10 H -3.0543 6.0960 0.3431  C5 1.089
11 H -3.6353 6.8342 -1.9875  C6 1.055
12 N -3.9934 -2.2740 -4.9164  C13 1.315, C17 1.308
13 C -3.3944 -1.9989 -3.7780  N12 1.315, C14 1.389, H18 1.088
14 C -2.7183 -0.8197 -3.4928  C13 1.389, C15 1.375, H19 1.109
15 C -2.6112 0.1227 -4.4888  C14 1.375, C16 1.403, H20 1.147
16 C -3.2506 -0.1440 -5.7084  C15 1.403, C17 1.414, H21 1.066
17 C -3.9158 -1.3808 -5.8689  N12 1.308, C16 1.414, H22 1.111
18 H -3.6148 -2.6849 -2.9625  C13 1.088
19 H -2.2224 -0.6565 -2.5142  C14 1.109
20 H -2.0261 1.0691 -4.2101  C15 1.147
21 H -3.1181 0.5463 -6.5098  C16 1.066
22 H -4.4341 -1.5181 -6.8417  C17 1.111
23 N 6.1457 -2.4389 -1.3768  C24 1.307, C28 1.349
24 C 5.2361 -2.6406 -0.4606  N23 1.307, C25 1.384, H29 1.048
25 C 3.9937 -2.0311 -0.4300  C24 1.384, C26 1.349, H30 1.091
26 C 3.8199 -0.9534 -1.2228  C25 1.349, C27 1.405, H31 1.101
27 C 4.8044 -0.6295 -2.1712  C26 1.405, C28 1.392, H32 1.068
28 C 5.9419 -1.4282 -2.2467  N23 1.349, C27 1.392, H33 1.039
29 H 5.4495 -3.3483 0.2818  C24 1.048
30 H 3.3039 -2.2344 0.3899  C25 1.091
31 H 2.9281 -0.3150 -1.1216  C26 1.101
32 H 4.5726 0.2204 -2.7750  C27 1.068
33 H 6.7559 -1.2791 -2.8752  C28 1.039
34 N -0.4196 -2.8634 4.5715  C35 1.347, C39 1.304
35 C -1.2952 -3.6935 3.9721  N34 1.347, C36 1.383, H40 1.036
36 C -2.4619 -4.0692 4.6116  C35 1.383, C37 1.375, H41 1.099
37 C -2.7300 -3.6755 5.9014  C36 1.375, C38 1.355, H42 1.137
38 C -1.8058 -2.9014 6.5194  C37 1.355, C39 1.430, H43 1.087
39 C -0.5934 -2.5801 5.8325  N34 1.304, C38 1.430, H44 1.073
40 H -1.0986 -3.8973 2.9755  C35 1.036
41 H -3.1885 -4.5946 3.9758  C36 1.099
42 H -3.7072 -4.0023 6.3821  C37 1.137
43 H -1.8617 -2.5175 7.5346  C38 1.087
44 H 0.1167 -1.8632 6.1984  C39 1.073
45 N 2.3336 0.7020 -4.0471  C46 1.299, C50 1.342
46 C 3.2336 1.6371 -4.1006  N45 1.299, C47 1.408, H51 1.128
47 C 3.1034 2.8793 -3.4516  C46 1.408, C48 1.381, H52 1.074
48 C 1.9373 3.1136 -2.7490  C47 1.381, C49 1.365, H53 1.120
49 C 0.9728 2.1501 -2.6918  C48 1.365, C50 1.395, H54 1.121
50 C 1.1992 0.9560 -3.3766  N45 1.342, C49 1.395, H55 1.058
51 H 4.1864 1.3146 -4.6116  C46 1.128
52 H 3.8253 3.6597 -3.6021  C47 1.074
53 H 1.8576 4.0776 -2.1848  C48 1.120
54 H 0.0715 2.2875 -2.0398  C49 1.121
55 H 0.6035 0.0856 -3.2941  C50 1.058
56 N -0.4130 4.1219 3.7273  C57 1.292, C61 1.319
57 C -1.0238 4.5080 4.7984  N56 1.292, C58 1.373, H62 1.187
58 C -0.3291 4.9007 5.9159  C57 1.373, C59 1.386, H63 1.072
59 C 1.0539 4.8410 5.9813  C58 1.386, C60 1.399, H64 1.073
60 C 1.6757 4.4883 4.7784  C59 1.399, C61 1.367, H65 1.063
61 C 0.9063 4.1242 3.7089  N56 1.319, C60 1.367, H66 1.111
62 H -2.2038 4.5849 4.6911  C57 1.187
63 H -0.8478 5.2518 6.7863  C58 1.072
64 H 1.5334 5.0159 6.9256  C59 1.073
65 H 2.7276 4.3902 4.6637  C60 1.063
66 H 1.4130 3.8111 2.7708  C61 1.111
67 N 0.1244 -4.3221 -3.2467  C68 1.333, C72 1.343
68 C -0.5083 -3.9402 -4.3561  N67 1.333, C69 1.382, H73 1.045
69 C -0.1333 -2.9128 -5.2001  C68 1.382, C70 1.388, H74 1.066
70 C 1.0408 -2.2506 -4.8682  C69 1.388, C71 1.393, H75 1.018
71 C 1.7100 -2.6193 -3.7036  C70 1.393, C72 1.371, H76 1.074
72 C 1.1622 -3.5582 -2.8687  N67 1.343, C71 1.371, H77 1.092
73 H -1.3511 -4.4242 -4.7399  C68 1.045
74 H -0.7169 -2.6936 -6.0652  C69 1.066
75 H 1.4455 -1.5792 -5.5173  C70 1.018
76 H 2.6528 -2.1416 -3.5126  C71 1.074
77 H 1.6021 -3.7208 -1.8827  C72 1.092
78 N -1.9848 -4.7822 0.5279  C79 1.322, C83 1.314
79 C -3.0331 -4.0179 0.2744  N78 1.322, C80 1.409, H84 1.114
80 C -4.3710 -4.3228 0.5943  C79 1.409, C81 1.349, H85 1.061
81 C -4.5720 -5.4909 1.2377  C80 1.349, C82 1.374, H86 1.117
82 C -3.5146 -6.3214 1.5194  C81 1.374, C83 1.373, H87 1.103
83 C -2.2790 -5.9530 1.0467  N78 1.314, C82 1.373, H88 1.063
84 H -2.8275 -2.9917 -0.1064  C79 1.114
85 H -5.1723 -3.6494 0.4223  C80 1.061
86 H -5.6413 -5.6511 1.5184  C81 1.117
87 H -3.6414 -7.2050 2.1669  C82 1.103
88 H -1.4524 -6.6066 1.1891  C83 1.063
89 N 3.7128 2.1919 2.5243  C90 1.305, C94 1.333
90 C 4.8565 2.7381 2.8360  N89 1.305, C91 1.350, H95 1.077
91 C 5.8742 2.9279 1.9700  C90 1.350, C92 1.400, H96 1.056
92 C 5.5523 2.7521 0.6192  C91 1.400, C93 1.399, H97 1.037
93 C 4.2769 2.3436 0.2157  C92 1.399, C94 1.397, H98 1.069
94 C 3.3937 2.0044 1.2438  N89 1.333, C93 1.397, H99 1.097
95 H 4.9571 2.8692 3.9007  C90 1.077
96 H 6.8557 3.2829 2.1280  C91 1.056
97 H 6.4434 2.8610 0.1005  C92 1.037
98 H 4.0888 2.2726 -0.8341  C93 1.069
99 H 2.3669 1.7370 0.9634  C94 1.097
100 N -0.8892 0.6607 6.2802  C101 1.304, C105 1.291
101 C -0.2841 0.9013 5.1503  N100 1.304, C102 1.405, H106 1.120
102 C 1.0909 1.1821 5.0773  C101 1.405, C103 1.367, H107 1.095
103 C 1.7996 1.1698 6.2467  C102 1.367, C104 1.376, H108 1.136
104 C 1.1641 0.8049 7.4112  C103 1.376, C105 1.413, H109 1.059
105 C -0.2445 0.6981 7.3979  N100 1.291, C104 1.413, H110 1.078
106 H -0.9532 0.8844 4.2518  C101 1.120
107 H 1.5733 1.6199 4.1966  C102 1.095
108 H 2.8906 1.4777 6.1717  C103 1.136
109 H 1.6440 0.8104 8.3551  C104 1.059
110 H -0.8252 0.6114 8.3018  C105 1.078
111 N -0.6877 -0.0168 -0.6163  C112 1.351, C116 1.353
112 C -0.6327 0.7937 0.4629  N111 1.351, C113 1.433, H117 1.074
113 C 0.1166 0.4735 1.6420  C112 1.433, C114 1.431, H118 1.061
114 C 0.6761 -0.8381 1.7584  C113 1.431, C115 1.399, H119 1.064
115 C 0.5703 -1.6674 0.6371  C114 1.399, C116 1.386, H120 1.063
116 C -0.0439 -1.2027 -0.5151  N111 1.353, C115 1.386, H121 1.086
117 H -1.1037 1.7530 0.3530  C112 1.074
118 H 0.1459 1.1665 2.4453  C113 1.061
119 H 1.2672 -1.1481 2.5874  C114 1.064
120 H 1.0595 -2.6114 0.6386  C115 1.063
121 H -0.2344 -1.8368 -1.3762  C116 1.086
122 N 1.6450 -5.0453 0.6550  C123 1.307, C127 1.306
123 C 2.7153 -5.1260 1.4015  N122 1.307, C124 1.400, H128 1.085
124 C 3.7395 -6.0363 1.1140  C123 1.400, C125 1.399, H129 1.116
125 C 3.6455 -6.8361 -0.0295  C124 1.399, C126 1.405, H130 1.083
126 C 2.4402 -6.8401 -0.7513  C125 1.405, C127 1.416, H131 1.077
127 C 1.4972 -5.8607 -0.3546  N122 1.306, C126 1.416, H132 1.075
128 H 2.8437 -4.4631 2.2514  C123 1.085
129 H 4.6378 -6.2325 1.7456  C124 1.116
130 H 4.5106 -7.3950 -0.3641  C125 1.083
131 H 2.3499 -7.4454 -1.6380  C126 1.077
132 H 0.5921 -5.7478 -0.9233  C127 1.075
133 N 2.9329 6.5409 -0.5029  C134 1.347, C138 1.330
134 C 2.4587 7.1882 -1.5849  N133 1.347, C135 1.415, H139 1.122
135 C 1.0697 7.3991 -1.7545  C134 1.415, C136 1.355, H140 1.108
136 C 0.2260 6.7682 -0.9026  C135 1.355, C137 1.403, H141 1.046
137 C 0.7131 5.9654 0.1396  C136 1.403, C138 1.362, H142 1.114
138 C 2.0656 5.9224 0.2929  N133 1.330, C137 1.362, H143 1.105
139 H 3.2592 7.6761 -2.2009  C134 1.122
140 H 0.6518 7.9705 -2.6066  C135 1.108
141 H -0.8133 6.8772 -0.9519  C136 1.046
142 H 0.0336 5.3644 0.7864  C137 1.114
143 H 2.5656 5.3365 1.0853  C138 1.105
144 N -0.9751 2.1188 -7.0498  C145 1.331, C149 1.313
145 C -0.3171 0.9723 -6.8929  N144 1.331, C146 1.370, H150 1.035
146 C -0.2281 -0.0184 -7.8343  C145 1.370, C147 1.404, H151 1.066
147 C -0.9265 0.1856 -9.0346  C146 1.404, C148 1.375, H152 1.067
148 C -1.6214 1.3583 -9.2127  C147 1.375, C149 1.374, H153 1.138
149 C -1.5917 2.2837 -8.1972  N144 1.313, C148 1.374, H154 1.106
150 H 0.2746 0.8990 -6.0468  C145 1.035
151 H 0.3875 -0.8863 -7.7624  C146 1.066
152 H -0.9529 -0.6234 -9.7303  C147 1.067
153 H -2.0186 1.6244 -10.2452  C148 1.138
154 H -2.1665 3.2105 -8.3790  C149 1.106
155 N 4.5517 -3.9049 5.0548  C156 1.295, C160 1.320
156 C 3.6165 -3.0243 4.8908  N155 1.295, C157 1.438, H161 1.118
157 C 3.6920 -1.8221 4.1051  C156 1.438, C158 1.340, H162 1.080
158 C 4.8393 -1.7096 3.4225  C157 1.340, C159 1.380, H163 1.095
159 C 5.8402 -2.6551 3.5159  C158 1.380, C160 1.383, H164 1.057
160 C 5.6574 -3.7403 4.3531  N155 1.320, C159 1.383, H165 1.050
161 H 2.6962 -3.2707 5.4762  C156 1.118
162 H 2.8715 -1.1205 4.0678  C157 1.080
163 H 5.0486 -0.8905 2.7272  C158 1.095
164 H 6.6761 -2.4875 2.8902  C159 1.057
165 H 6.4940 -4.3724 4.4151  C160 1.050
166 N -6.0403 -0.4393 -2.1964  C167 1.297, C171 1.354
167 C -5.7747 0.3069 -3.2231  N166 1.297, C168 1.342, H172 1.082
168 C -6.2240 1.5474 -3.4669  C167 1.342, C169 1.403, H173 1.099
169 C -7.0788 2.1361 -2.5237  C168 1.403, C170 1.385, H174 1.076
170 C -7.4072 1.3866 -1.4068  C169 1.385, C171 1.392, H175 1.076
171 C -6.8377 0.1247 -1.2582  N166 1.354, C170 1.392, H176 1.078
172 H -5.0675 -0.1475 -3.9038  C167 1.082
173 H -5.7682 2.1656 -4.2535  C168 1.099
174 H -7.4192 3.1389 -2.7116  C169 1.076
175 H -7.9853 1.7945 -0.5963  C170 1.076
176 H -6.9056 -0.4225 -0.3315  C171 1.078
177 N -3.6174 1.4726 2.0886  C178 1.333, C182 1.291
178 C -3.9068 0.7927 0.9786  N177 1.333, C179 1.352, H183 1.078
179 C -3.6856 -0.5393 0.9046  C178 1.352, C180 1.400, H184 1.057
180 C -3.1969 -1.1774 2.0505  C179 1.400, C181 1.415, H185 1.036
181 C -2.9496 -0.4346 3.2292  C180 1.415, C182 1.353, H186 1.119
182 C -3.2745 0.8782 3.1818  N177 1.291, C181 1.353, H187 1.053
183 H -4.2189 1.2846 0.0718  C178 1.078
184 H -3.9806 -0.9796 -0.0096  C179 1.057
185 H -3.0602 -2.2025 1.9953  C180 1.036
186 H -2.7155 -0.9360 4.2015  C181 1.119
187 H -3.1839 1.5025 4.0243  C182 1.053

Summary:
frontier orbital gap	9.73	eV
E	-4220.62907	Eh
energy relative to the best compared isomer or geometry (same formula, charge and spin)	119.8	kJ/mol
total charge	0